# 1
# C10H18BrN3Zr

A molecular structure, C10H18BrN3Zr (the ωB97M-V functional and the def2-TZVPD basis, the OMol25 dataset).

total charge	+4
ΔE to the lowest compared entry with this formula, charge and spin	7.94	kcal/mol
E	-3175.45656	Ha

Geometry (Å):
1 Zr 0.522 0.177 0.841
2 N -1.109 -1.331 0.974
3 C 0.049 -2.271 0.835
4 C 0.889 -2.387 2.116
5 C 1.574 -1.115 2.709
6 C 0.760 -0.119 3.604
7 N -0.093 0.885 2.827
8 H -1.641 -1.522 1.830
9 H -1.784 -1.431 0.209
10 H 0.666 -1.934 -0.051
11 H -0.275 -3.261 0.495
12 H 1.681 -3.107 1.896
13 H 0.272 -2.836 2.900
14 H 2.321 -0.630 2.004
15 H 2.340 -1.494 3.398
16 H 1.456 0.436 4.231
17 H 0.109 -0.704 4.253
18 H 0.174 1.842 3.090
19 H -1.079 0.822 3.101
20 C -1.760 0.581 -4.457
21 C -0.895 1.086 -3.351
22 C -0.144 2.270 -3.490
23 C 0.662 2.764 -2.451
24 C 0.667 2.035 -1.309
25 Br 1.739 2.520 0.250
26 N -0.029 0.888 -1.098
27 C -0.800 0.427 -2.137
28 H -1.278 0.730 -5.424
29 H -2.695 1.150 -4.478
30 H -2.014 -0.472 -4.350
31 H -0.179 2.819 -4.427
32 H 1.243 3.674 -2.562
33 H -1.351 -0.492 -1.978


# 2
# C10H18F12O20P2S4Zn

A molecular structure, C10H18F12O20P2S4Zn at a distorted geometry (the ωB97M-V functional and the def2-TZVPD basis, the OMol25 dataset).

total charge	-2
ΔE to the lowest compared entry with this formula, charge and spin	37.57	kcal/mol
E	-7150.26230	Ha

Geometry (Å):
1 Zn -12.682 -11.858 5.135
2 C -14.839 -14.385 1.901
3 F -14.894 -14.737 0.614
4 F -16.103 -14.346 2.383
5 F -14.178 -15.345 2.551
6 S -14.008 -12.726 2.139
7 O -13.541 -12.827 3.508
8 O -12.981 -12.753 1.115
9 O -15.048 -11.704 1.918
10 C -16.056 -9.542 5.307
11 F -17.350 -9.588 5.048
12 F -15.362 -9.602 4.213
13 F -15.785 -8.363 5.906
14 S -15.605 -10.965 6.448
15 O -15.846 -10.560 7.826
16 O -16.447 -12.051 5.937
17 O -14.166 -11.209 6.222
18 C -8.454 -13.776 4.523
19 F -7.737 -14.730 3.942
20 F -8.797 -14.084 5.801
21 F -7.702 -12.660 4.631
22 S -9.988 -13.387 3.456
23 O -10.509 -14.689 3.072
24 O -10.922 -12.686 4.333
25 O -9.430 -12.565 2.394
26 C -12.449 -7.671 3.400
27 F -11.531 -6.696 3.512
28 F -13.176 -7.664 4.506
29 F -13.166 -7.366 2.320
30 S -11.642 -9.399 3.189
31 O -12.533 -10.213 4.032
32 O -11.484 -9.701 1.792
33 O -10.336 -9.213 3.824
34 C -13.848 -16.426 5.340
35 O -14.075 -15.698 6.552
36 P -12.933 -14.726 7.081
37 O -12.776 -13.541 6.232
38 O -13.356 -14.447 8.575
39 C -14.458 -13.530 8.839
40 O -11.640 -15.645 7.163
41 C -11.647 -16.770 8.052
42 H -14.674 -17.071 5.049
43 H -12.822 -16.731 5.150
44 H -14.001 -15.691 4.536
45 H -15.022 -13.968 9.658
46 H -14.997 -13.345 7.913
47 H -14.034 -12.593 9.196
48 H -11.315 -17.656 7.508
49 H -12.666 -17.076 8.305
50 H -11.030 -16.490 8.899
51 C -10.002 -12.683 9.142
52 O -10.843 -11.543 9.014
53 P -10.857 -10.570 7.771
54 O -11.420 -11.150 6.540
55 O -11.667 -9.315 8.344
56 C -12.943 -9.437 8.944
57 O -9.365 -10.009 7.768
58 C -8.965 -9.175 6.660
59 H -9.773 -12.731 10.208
60 H -9.036 -12.565 8.651
61 H -10.465 -13.621 8.845
62 H -13.266 -10.478 8.877
63 H -13.730 -8.943 8.365
64 H -12.971 -8.980 9.932
65 H -7.883 -9.126 6.563
66 H -9.461 -8.215 6.813
67 H -9.321 -9.607 5.717


# 3
# C10H18F2N2O

A single C10H18F2N2O molecule (the ωB97M-V functional and the def2-TZVPD basis, the OMol25 dataset).

SMILES	CC(=O)[C@@H]1CC(F)(F)C1(N(C)C)N(C)C
E	-776.27651	Ha

Geometry (Å):
1 C -0.639 1.759 -2.277
2 C -0.943 0.301 -2.035
3 O -1.975 -0.224 -2.379
4 C 0.178 -0.470 -1.397
5 C 0.161 -2.001 -1.551
6 C 0.712 -2.119 -0.139
7 F 0.341 -3.169 0.633
8 F 2.077 -2.199 -0.159
9 C 0.238 -0.656 0.187
10 N -0.998 -0.591 0.922
11 C -2.072 -1.528 0.646
12 C -1.520 0.757 1.049
13 N 1.160 0.186 0.917
14 C 2.310 0.763 0.255
15 C 1.516 -0.406 2.198
16 H 0.060 1.831 -3.111
17 H -0.177 2.204 -1.399
18 H -1.547 2.297 -2.538
19 H 1.131 -0.066 -1.734
20 H -0.849 -2.392 -1.636
21 H 0.792 -2.419 -2.332
22 H -2.815 -1.398 1.433
23 H -2.562 -1.352 -0.317
24 H -1.722 -2.552 0.696
25 H -2.220 0.775 1.883
26 H -0.700 1.438 1.260
27 H -2.048 1.081 0.143
28 H 2.832 1.367 0.996
29 H 3.020 0.025 -0.141
30 H 1.995 1.431 -0.546
31 H 1.892 0.381 2.850
32 H 0.624 -0.839 2.641
33 H 2.284 -1.182 2.102


# 4
# C10H18FNP

2 unconnected molecules or ions with the total composition C10H18FNP (the ωB97M-V functional and the def2-TZVPD basis, the OMol25 dataset).

total charge	+1
E	-887.53480	Ha

Geometry (Å):
1 C 5.367 -1.602 -0.375
2 C 4.398 -0.431 -0.551
3 C 2.951 -0.819 -0.871
4 C 2.322 -1.658 0.227
5 N 0.882 -1.980 -0.051
6 P -0.180 -0.828 -0.493
7 H 5.795 -1.910 -1.330
8 H 6.193 -1.333 0.282
9 H 4.893 -2.485 0.058
10 H 4.402 0.212 0.334
11 H 4.753 0.194 -1.373
12 H 2.900 -1.357 -1.823
13 H 2.388 0.115 -0.995
14 H 2.806 -2.629 0.299
15 H 2.409 -1.160 1.197
16 H 0.500 -2.559 0.694
17 H -1.397 -1.437 -0.773
18 H 0.254 -0.201 -1.652
19 H -0.449 0.183 0.431
20 F -2.878 0.537 -1.369
21 C -3.606 1.188 -0.407
22 C -2.901 1.764 0.620
23 C -3.585 2.406 1.641
24 C -4.971 2.462 1.594
25 C -5.657 1.872 0.538
26 C -4.979 1.216 -0.484
27 H -1.820 1.746 0.599
28 H -3.041 2.860 2.459
29 H -5.519 2.965 2.379
30 H -6.737 1.919 0.505
31 H -5.494 0.749 -1.311


# 5
# C10H18IN2O4P

A single C10H18IN2O4P molecule at a distorted geometry (the ωB97M-V functional and the def2-TZVPD basis, the OMol25 dataset).

ΔE to the lowest compared entry with this formula, charge and spin	92.87	kcal/mol
E	-1441.20923	Ha

Geometry (Å):
1 C -2.067 -1.983 2.034
2 C -0.720 -2.787 1.655
3 C 0.056 -2.016 0.449
4 N -0.812 -1.784 -0.761
5 P -0.642 -0.105 -1.338
6 C -1.300 -0.035 -3.131
7 C -1.431 1.545 -3.493
8 O -0.455 2.244 -3.879
9 I -3.339 2.635 -3.296
10 C 1.172 0.396 -1.418
11 C 1.607 1.559 -0.409
12 O 1.938 2.670 -0.923
13 N 1.607 1.253 1.025
14 C 2.795 0.457 1.450
15 C 1.370 2.456 1.879
16 C -1.735 0.949 -0.223
17 O -1.406 2.020 0.374
18 O -3.042 0.480 -0.041
19 H -2.777 -1.983 1.138
20 H -2.548 -2.501 2.937
21 H -1.806 -0.895 2.327
22 H -0.019 -2.676 2.571
23 H -0.887 -3.872 1.342
24 H 0.335 -0.987 0.870
25 H 1.007 -2.579 0.148
26 H -0.378 -2.359 -1.516
27 H -2.287 -0.595 -3.269
28 H -0.532 -0.545 -3.824
29 H 1.402 0.759 -2.494
30 H 1.793 -0.565 -1.251
31 H 2.813 0.245 2.579
32 H 3.783 0.913 1.094
33 H 2.724 -0.586 0.945
34 H 0.540 2.163 2.635
35 H 0.953 3.362 1.310
36 H 2.290 2.747 2.506


# 6
# C10H18N2

2 unconnected molecules or ions with the total composition C10H18N2 at a distorted geometry (the ωB97M-V functional and the def2-TZVPD basis, the OMol25 dataset).

SMILES	C/C=N/N=C/CC.C=C=C(C)C
ΔE to the lowest compared entry with this formula, charge and spin	114.33	kcal/mol
E	-501.15625	Ha

Geometry (Å):
1 C 3.126 1.952 1.411
2 C 1.779 2.018 0.826
3 N 1.074 1.023 0.517
4 N -0.025 0.921 -0.106
5 C -1.243 0.775 0.283
6 C -2.351 0.795 -0.666
7 C -2.919 2.192 -0.649
8 H 3.351 0.893 1.713
9 H 3.219 2.583 2.312
10 H 3.761 2.330 0.654
11 H 1.526 3.115 0.550
12 H -1.542 0.621 1.321
13 H -1.871 0.600 -1.633
14 H -3.154 0.078 -0.401
15 H -3.568 2.435 -1.551
16 H -3.322 2.475 0.377
17 H -2.064 2.856 -0.892
18 C 1.475 -1.926 1.821
19 C 0.796 -1.907 0.711
20 C 0.236 -2.055 -0.412
21 C 0.840 -1.737 -1.763
22 C -1.157 -2.724 -0.554
23 H 2.292 -2.632 1.779
24 H 1.494 -1.272 2.675
25 H 1.896 -2.020 -1.855
26 H 0.329 -2.378 -2.592
27 H 0.780 -0.625 -1.877
28 H -1.674 -1.875 -1.046
29 H -1.280 -3.580 -1.297
30 H -1.804 -2.933 0.345


# 7
# C10H18N2O5

A single C10H18N2O5 molecule at a distorted geometry (the ωB97M-V functional and the def2-TZVPD basis, the OMol25 dataset).

SMILES	CC[C@H](C)[C@H](NC(=O)[C@@H](N)CC(=O)O)C(=O)O
ΔE to the lowest compared entry with this formula, charge and spin	149.60	kcal/mol
E	-877.40121	Ha

Geometry (Å):
1 C 4.730 0.928 -0.736
2 C 3.517 -0.164 -0.145
3 C 1.963 0.217 -0.476
4 C 1.636 1.575 -0.004
5 C 0.944 -0.970 -0.049
6 N -0.408 -0.559 -0.486
7 C -1.586 -1.288 -0.266
8 O -1.730 -2.478 0.003
9 C -2.864 -0.562 -0.704
10 N -3.824 -1.703 -1.074
11 C -3.492 0.353 0.515
12 C -2.888 1.672 0.515
13 O -2.134 1.981 -0.551
14 O -3.272 2.546 1.475
15 C 1.056 -1.218 1.481
16 O 1.621 -0.447 2.231
17 O 0.218 -2.360 1.788
18 H 4.233 1.975 -0.342
19 H 5.741 0.604 -0.036
20 H 4.830 0.587 -1.969
21 H 3.510 -0.427 0.994
22 H 3.675 -1.071 -0.803
23 H 1.653 0.277 -1.475
24 H 0.470 1.733 0.038
25 H 1.823 1.799 1.137
26 H 1.963 2.489 -0.565
27 H 1.190 -1.792 -0.852
28 H -0.404 0.471 -0.821
29 H -2.729 0.152 -1.526
30 H -3.563 -2.365 -0.384
31 H -3.401 -2.035 -1.878
32 H -4.566 0.523 0.296
33 H -3.564 -0.106 1.462
34 H -3.950 2.229 2.254
35 H -0.400 -2.569 0.955


# 8
# C10H18N2O5

A single C10H18N2O5 molecule at a distorted geometry (the ωB97M-V functional and the def2-TZVPD basis, the OMol25 dataset).

SMILES	CC[C@H](C)[C@H](N)C(=O)N[C@@H](CC(=O)O)C(=O)O
ΔE to the lowest compared entry with this formula, charge and spin	88.01	kcal/mol
E	-877.49937	Ha

Geometry (Å):
1 C 3.090 -0.146 -0.822
2 C 1.876 0.336 -1.573
3 C 0.989 1.481 -0.915
4 C 1.819 2.712 -0.425
5 C 0.047 1.039 0.216
6 N -0.389 2.111 1.120
7 C 0.562 -0.151 0.935
8 O 1.414 -0.068 1.823
9 N 0.015 -1.374 0.544
10 C -1.340 -1.556 -0.099
11 C -2.241 -1.077 1.072
12 C -2.598 -2.211 2.153
13 O -1.934 -3.214 2.055
14 O -3.454 -1.863 3.124
15 C -1.701 -0.985 -1.543
16 O -2.376 0.022 -1.694
17 O -1.301 -1.726 -2.543
18 H 3.464 -1.160 -1.251
19 H 3.876 0.563 -0.923
20 H 2.859 -0.309 0.275
21 H 1.194 -0.568 -1.703
22 H 2.136 0.449 -2.643
23 H 0.813 2.012 -1.784
24 H 2.647 2.744 -1.093
25 H 2.354 2.654 0.489
26 H 1.172 3.587 -0.515
27 H -0.755 0.811 -0.374
28 H -1.051 1.726 1.692
29 H 0.408 2.219 1.751
30 H 0.220 -2.174 1.166
31 H -1.378 -2.683 -0.217
32 H -1.666 -0.310 1.601
33 H -3.069 -0.553 0.597
34 H -3.937 -1.105 2.789
35 H -1.761 -1.233 -3.285


HOMO-LUMO gap values (in eV) by entry order: 6.13; 7.62; 9.33; 8.96; 8.30; 9.36; 10.02; 9.93.